{
  "formula": "C52H97N5O7P",
  "method": "the ωB97M-V functional and the def2-TZVPD basis",
  "largest_force_ev_per_a": 2.81,
  "homo_lumo_gap_ev": 5.28,
  "energy_ha": -3180.83048,
  "charge": 1,
  "spin_multiplicity": 5,
  "e_lumo_ha": -0.17655,
  "relative_energy_ev": 0.901,
  "homo_ev": -10.1,
  "elements": ["H", "C", "C", "O", "H", "C", "H", "H", "H", "H", "C", "H", "H", "C", "H", "H", "H", "H", "C", "H", "H", "H", "C", "H", "C", "H", "C", "C", "C", "H", "H", "H", "H", "H", "C", "C", "C", "H", "C", "H", "H", "H", "C", "H", "N", "H", "H", "H", "H", "H", "C", "H", "H", "H", "H", "H", "H", "H", "C", "C", "H", "C", "H", "C", "H", "C", "H", "H", "H", "C", "H", "H", "O", "C", "H", "H", "H", "H", "C", "N", "C", "H", "N", "H", "O", "H", "C", "C", "H", "C", "H", "H", "H", "H", "N", "O", "H", "C", "H", "C", "O", "C", "C", "C", "H", "H", "C", "H", "O", "H", "H", "H", "H", "H", "H", "P", "H", "H", "H", "H", "H", "H", "H", "C", "H", "C", "H", "N", "C", "C", "C", "C", "C", "C", "C", "H", "H", "H", "H", "H", "C", "H", "H", "C", "H", "C", "C", "H", "C", "H", "H", "C", "O", "H", "H", "H", "H", "C", "H", "C", "H", "H"],
  "positions_angstrom": [[3.569, -9.958, -0.130], [1.239, 2.154, 4.909], [-6.414, 5.800, 0.296], [0.784, -7.213, -1.814], [-1.638, -3.802, -2.869], [-6.117, 6.404, 1.675], [-8.122, 6.047, 2.400], [-4.837, -2.575, 0.883], [0.545, 1.316, 4.785], [4.595, 1.016, -0.747], [-4.233, 6.679, -0.593], [-7.949, 7.608, 1.631], [-0.743, 5.312, -1.075], [2.121, -9.328, -3.401], [6.968, 0.221, -5.414], [-2.096, -1.427, -3.664], [-0.696, 0.555, 6.233], [2.658, 6.455, 1.311], [-2.665, -2.791, 0.789], [-7.287, 7.350, 3.250], [-7.017, 4.897, 0.416], [2.832, 1.862, -3.955], [5.187, -0.669, -4.531], [-1.985, 6.207, 0.979], [-1.692, -4.495, -0.834], [-4.332, -3.979, -0.059], [1.205, -10.114, -1.197], [0.676, -8.446, 0.559], [-3.888, 7.245, 0.787], [4.833, -0.553, -6.696], [1.219, -10.939, -0.481], [3.365, -0.785, -5.787], [-0.483, -3.029, -1.807], [-4.057, -2.305, -3.205], [2.256, 4.342, 1.156], [1.700, -8.834, -0.512], [-2.476, -2.203, -1.683], [-2.743, 3.007, 8.309], [-7.441, 6.889, 2.272], [1.582, 0.258, 3.220], [1.000, 2.714, 2.874], [-2.670, -0.203, -2.530], [-2.938, 6.267, 1.510], [-0.324, -8.311, 0.150], [-5.103, 7.499, 1.610], [-4.708, 7.453, -1.203], [1.892, 8.624, 0.739], [0.159, -9.986, -1.494], [3.318, -3.081, -2.826], [3.855, 3.025, 1.530], [0.395, 3.780, -0.193], [2.999, -10.867, -2.153], [3.825, 3.043, 3.937], [2.025, 1.804, 5.593], [4.165, -1.331, -1.388], [-7.024, 6.500, -0.284], [-2.117, 8.287, 0.102], [0.604, -9.236, 1.307], [0.957, 6.053, 0.101], [-2.484, -2.207, 2.192], [1.723, 1.022, -2.877], [3.463, -2.092, -3.267], [-4.668, -2.068, -1.591], [-1.663, 1.048, 6.123], [-3.173, -1.378, 2.367], [-4.093, -3.370, 0.809], [1.327, 4.105, 5.766], [5.569, -2.445, -3.361], [-4.090, -3.658, -2.107], [2.602, 0.892, -3.512], [2.414, 0.997, 1.858], [-2.728, 6.606, 2.526], [0.107, 7.774, -1.283], [3.864, 1.330, -1.494], [2.665, 4.342, 4.070], [2.287, 0.225, -4.310], [4.166, 0.793, -5.816], [-0.648, -3.574, 0.797], [3.449, -1.039, -2.163], [1.446, 3.460, 0.586], [-5.165, 5.471, -0.520], [6.670, -1.451, -5.893], [1.935, -7.722, -1.483], [4.162, 4.643, 2.126], [6.046, 0.289, -2.654], [-1.468, -1.853, 2.368], [6.621, -0.751, -5.059], [0.647, 7.496, -0.239], [-5.457, 5.177, -1.530], [2.644, -6.911, -3.736], [-1.860, -4.730, 1.298], [1.635, 2.472, 0.754], [-5.155, 4.461, 2.134], [-3.314, 5.247, 1.563], [5.041, 0.381, -3.477], [0.935, 8.529, 0.622], [1.131, -9.121, -3.822], [4.788, -2.062, -4.026], [7.322, -1.111, -4.307], [3.786, 0.363, -2.679], [-5.681, 8.574, 1.160], [-2.033, -1.085, -2.632], [-1.517, -3.386, -1.866], [-3.899, -2.587, -2.164], [2.896, 1.374, -0.985], [0.252, 1.374, -1.183], [0.533, 3.433, 5.406], [3.016, -5.988, -3.286], [-1.472, -1.036, -0.014], [3.656, -8.244, 0.297], [4.395, -9.166, -1.872], [2.623, -1.942, -3.952], [2.466, -1.030, -1.681], [-2.624, -5.039, -1.010], [-1.909, 1.032, 5.045], [-0.661, 2.416, -0.868], [2.756, -9.609, -4.243], [-3.665, 2.455, 6.930], [-1.514, 1.936, 0.158], [-3.553, 9.271, 0.017], [-0.998, -0.783, -2.466], [0.968, -7.525, 1.068], [4.731, -8.363, -3.374], [4.333, -0.283, -5.767], [-6.451, 4.880, 3.222], [3.382, 3.881, 2.036], [2.797, -9.366, 1.316], [-2.539, -1.738, -0.262], [2.006, -10.505, -2.436], [2.342, 1.004, 2.957], [4.175, -8.266, -2.441], [-1.549, 2.491, 6.599], [2.674, -8.066, -2.734], [2.924, 3.467, 3.464], [-0.443, 3.261, 6.570], [-2.682, -2.970, 2.945], [4.585, -7.412, -1.900], [-2.968, 4.136, 6.914], [1.513, -11.339, -2.939], [-2.460, 0.507, 6.641], [3.005, -9.118, 0.275], [3.273, -7.143, -4.596], [-4.922, 5.699, 3.379], [2.018, 5.679, 0.900], [0.023, 3.957, 4.587], [0.117, 5.077, -0.451], [-5.626, 5.301, 2.648], [4.121, 2.340, -1.822], [1.849, 2.368, 3.490], [-4.223, -4.022, 1.673], [-0.252, 3.864, 7.465], [-2.824, 3.100, 7.213], [-1.467, 2.839, -2.023], [4.738, -2.755, -4.869], [-0.890, -5.228, -0.950], [-4.644, 4.608, -0.093], [1.643, -6.724, -4.126], [-3.051, 8.513, 0.617], [-2.800, 8.956, 1.582], [-1.662, -3.929, 0.582], [-3.316, 6.399, -1.119], [3.272, 0.666, 3.428]],
  "forces_ev_per_a": [[0.04, 0.08, -0.06], [0.10, 0.31, -1.09], [0.26, 0.18, -0.50], [0.35, 0.69, 0.35], [-0.12, 0.17, -0.04], [-0.42, -1.56, 1.24], [0.18, -0.13, -0.03], [0.04, 0.02, -0.02], [-0.01, 0.27, 0.17], [0.10, 0.00, -0.14], [-0.51, -0.17, -0.17], [0.16, 0.09, 0.03], [0.24, 0.13, 0.04], [-0.45, -0.33, 0.19], [-0.03, 0.00, 0.02], [-0.11, -0.16, 0.08], [-0.31, -0.15, 0.16], [0.02, -0.35, 0.14], [-1.57, -0.91, 1.10], [0.03, 0.00, -0.03], [-0.02, 0.06, 0.19], [0.06, -0.02, 0.00], [-0.39, -0.16, -2.07], [-0.05, 0.19, -0.08], [-0.02, -0.03, 0.02], [0.01, 0.08, -0.04], [-0.12, -0.06, -0.59], [-0.43, 0.53, -0.32], [1.89, -0.66, 0.25], [0.10, -0.12, 0.11], [0.04, 0.15, 0.15], [-0.03, 0.08, 0.05], [-0.05, 0.14, 0.05], [0.19, 0.00, -0.01], [1.15, 0.63, 0.61], [0.96, -0.71, 1.69], [-1.37, -0.24, -1.59], [-0.28, 0.35, -0.17], [-0.02, 0.72, -0.13], [0.16, 0.07, -0.22], [0.08, -0.20, 0.16], [0.00, -0.01, 0.00], [-0.14, -0.35, 0.18], [0.09, 0.11, -0.10], [-1.24, 0.73, -2.19], [-0.01, 0.09, 0.14], [-0.08, 0.03, 0.24], [0.02, 0.16, 0.04], [-0.01, 0.01, -0.02], [-0.10, 0.10, 0.23], [-0.32, -1.21, 0.14], [0.01, 0.04, 0.00], [-0.18, 0.19, -0.03], [-0.20, 0.24, 0.03], [0.11, 0.12, -0.06], [0.03, 0.11, 0.12], [-0.06, -0.20, 0.01], [0.19, -0.07, -0.09], [-0.22, 0.40, 0.12], [0.48, 0.55, -0.06], [0.08, -0.03, 0.11], [0.00, 0.06, -0.07], [0.05, -0.03, 0.05], [0.11, 0.95, -1.44], [0.00, 0.00, -0.04], [-0.17, -0.09, -0.33], [-0.27, 0.02, -0.19], [0.07, 0.15, -0.01], [-0.02, 0.02, 0.10], [-0.08, -0.06, -0.34], [0.40, -0.22, 0.23], [-0.04, 0.02, -0.01], [0.34, -1.05, 1.16], [0.73, 0.06, 0.28], [-0.21, -0.09, -0.33], [0.09, 0.01, -0.02], [0.00, -0.02, 0.06], [-0.06, 0.16, -0.01], [0.26, -0.45, -0.04], [0.00, -0.62, -0.03], [0.01, 0.02, 0.08], [-0.23, 0.02, 0.00], [-2.27, -0.90, -1.24], [-0.33, 0.05, -0.21], [0.04, 0.75, -0.27], [-0.04, 0.07, -0.13], [0.43, 0.27, 0.58], [-0.59, 1.75, -1.61], [0.01, -0.03, 0.03], [-0.64, 0.32, 0.04], [-0.15, 0.13, 0.09], [0.07, 0.10, 0.04], [0.08, 0.05, 0.01], [-0.07, 0.04, 0.06], [1.05, -1.80, 1.73], [0.38, -1.17, -0.04], [0.00, 0.14, 0.10], [-0.17, -0.11, 0.59], [-0.06, 0.14, 0.08], [-1.91, 0.81, -0.13], [0.27, 0.21, 0.70], [0.34, 0.50, 0.49], [0.35, -0.24, 0.47], [-0.23, -0.17, 0.12], [-0.12, -0.15, -0.21], [0.10, 0.25, 0.61], [0.97, -1.02, 1.40], [-0.02, -0.03, 0.04], [-0.46, 0.83, 0.19], [-0.02, -0.01, -0.08], [-0.04, 0.05, 0.07], [0.01, 0.04, 0.01], [0.00, 0.18, -0.03], [-0.01, 0.04, 0.02], [-0.07, -0.27, 0.23], [-1.07, -0.66, -0.91], [0.10, 0.18, 0.03], [-0.01, 0.41, -0.05], [0.77, 0.10, 0.32], [-0.13, -0.04, 0.12], [-0.04, 0.00, 0.12], [0.02, -0.01, -0.03], [-0.14, 0.07, -0.07], [-0.32, 0.09, 0.00], [-0.11, 0.07, -0.14], [-0.02, -0.57, 0.01], [-0.18, -0.05, -0.07], [2.75, -0.56, -0.02], [0.05, 0.06, 0.05], [-0.70, 0.32, 0.00], [0.11, -0.22, 0.28], [-0.51, 0.16, 0.44], [1.99, 0.08, -0.63], [0.54, -0.68, -0.04], [0.18, -0.16, -0.29], [-0.10, -0.10, -0.17], [-0.05, 0.00, 0.01], [-0.06, -0.17, 0.07], [0.02, 0.00, 0.03], [0.23, 0.17, 0.08], [0.29, -0.05, -0.08], [0.09, -0.15, 0.14], [0.01, 0.04, -0.06], [-0.34, 0.80, -0.18], [-0.01, -0.23, 0.07], [-0.30, 0.57, -0.32], [0.29, -0.16, 0.02], [0.03, -0.03, -0.04], [-0.12, -0.13, 0.55], [0.15, 0.08, 0.06], [-0.66, 0.91, -0.76], [0.91, -1.43, 0.98], [0.18, 0.55, -0.12], [0.08, 0.15, -0.11], [-0.04, -0.01, -0.04], [0.01, 0.02, 0.02], [-0.03, 0.02, 0.17], [-0.39, 0.56, 0.01], [-0.07, -0.01, 0.02], [0.39, -0.01, -0.48], [0.09, 0.10, 0.13], [0.00, 0.26, -0.29]],
  "mulliken_charge": [0.328, -0.811, -1.415, -0.583, 0.413, 1.954, 0.468, 0.387, 0.135, 0.513, -1.232, 0.374, 0.778, -1.289, 0.452, 0.554, 0.349, 0.457, 2.038, 0.452, 0.362, 0.419, 1.974, -0.171, -0.239, 0.327, -1.321, -2.023, 1.910, 0.508, 0.329, 0.315, 0.095, 0.530, 0.424, 2.055, 2.305, 0.332, -1.899, 0.357, -0.182, 0.483, -1.410, 0.337, 0.410, 0.415, 0.342, 0.405, 0.174, 0.141, -0.039, 0.308, 0.383, 0.251, 0.436, 0.395, 0.377, 0.525, 1.363, -2.128, -0.133, -0.018, 0.326, -1.357, 0.493, -1.774, 0.328, 0.380, 0.324, -1.512, 0.130, 0.473, -0.430, -1.662, 0.428, 0.332, 0.306, 0.218, -1.347, 0.771, -0.295, 0.469, 0.433, 0.627, -0.610, 0.312, -1.896, -0.051, 0.442, -2.022, 0.439, -0.554, 0.287, 0.216, 0.437, -0.444, 0.355, -1.531, 0.362, 2.002, -0.587, -1.822, -1.249, -1.910, 0.028, -0.156, -0.126, 0.421, -0.398, 0.336, 0.304, 0.243, 0.251, 0.249, 0.269, 0.643, 0.401, 0.399, 0.125, 0.422, 0.036, 0.457, 0.450, -1.789, 0.492, -1.193, 0.499, 0.282, -0.496, -1.394, -1.719, 0.818, 1.811, -0.856, -0.912, 0.436, 0.369, 0.359, 0.391, 0.482, -1.853, 0.434, 0.335, -0.743, 0.168, -0.619, -1.829, 0.593, 1.285, 0.446, 0.378, -1.440, -0.700, 0.373, 0.251, 0.156, 0.369, -1.770, 0.449, -1.370, 0.227, 0.340]
}